2 unconnected molecules or ions with the total composition C5H9NO2, computed with ωB97M-V with the def2-TZVPD basis set.

The geometry in XYZ format:
```
17
C5H9NO2 | the Open Molecules 2025 dataset | ωB97M-V with the def2-TZVPD basis set
C -2.022 0.283 0.110
C -1.145 -0.545 -0.813
O -0.724 0.204 -1.972
O -1.374 -1.728 -0.983
H -1.417 0.875 -2.097
H -1.391 1.082 0.501
H -2.429 -0.331 0.910
H -2.856 0.737 -0.424
C 1.165 0.663 2.048
N 1.813 -0.995 -1.415
C 1.569 -0.260 -0.336
C 1.027 0.161 0.681
H 2.380 -0.562 -2.133
H 1.846 -1.999 -1.294
H 0.589 0.031 2.725
H 2.204 0.708 2.377
H 0.765 1.677 2.115
```

DFT total energy   -401.05427 Ha
Gap between HOMO and LUMO   9.058 eV
SMILES   CC(=O)O.CC#CN